{
  "formula": "C37H52AlBBr2CaF6LiN2O14PS",
  "method": "wB97M-V/def2-TZVPD",
  "total_charge": 0,
  "e_tot_ev": -273291.71483,
  "species": ["C", "C", "O", "P", "O", "C", "C", "C", "N", "C", "O", "C", "C", "C", "C", "C", "S", "C", "C", "C", "O", "C", "O", "C", "C", "C", "C", "Br", "C", "C", "Br", "C", "C", "C", "C", "O", "C", "C", "O", "O", "C", "C", "H", "H", "H", "H", "H", "H", "H", "H", "H", "H", "H", "H", "H", "H", "H", "H", "H", "H", "H", "H", "H", "H", "H", "H", "H", "H", "H", "H", "H", "H", "H", "H", "H", "H", "H", "H", "H", "H", "H", "H", "Ca", "F", "Al", "F", "F", "F", "N", "C", "C", "C", "C", "H", "H", "H", "H", "H", "O", "H", "Li", "B", "O", "C", "O", "C", "O", "O", "F", "F", "C", "C", "O", "H", "H", "H", "H", "H", "H"],
  "xyz": [[2.9110, -1.8894, 0.7666], [3.5790, -0.5519, 0.9207], [3.5875, 0.1856, -0.3191], [4.8799, 1.1362, -0.4913], [5.9951, 0.3039, -0.9611], [4.5451, 2.4024, -1.7390], [3.3271, 3.2634, -1.3647], [2.5341, 3.8704, -2.5215], [1.4257, 2.9661, -2.7954], [0.1155, 3.3000, -2.3949], [-0.4784, 4.3059, -2.6318], [-0.3056, 2.0818, -1.5844], [-1.3640, 1.8643, -0.7590], [-2.3491, 2.9660, -0.5255], [-1.7218, 3.9641, 0.4899], [-0.9947, 3.3110, 1.6755], [0.8419, 3.3232, 1.4635], [-1.4787, 0.6159, -0.0843], [-2.6819, 0.4138, 0.8080], [-3.9217, 0.0331, -0.0287], [-3.7922, -1.3493, -0.3985], [-4.6750, -1.7010, -1.4228], [-5.7297, -2.1703, -1.1195], [-4.3122, -1.5275, -2.8867], [-3.8192, -0.1234, -3.2881], [-0.5041, -0.3682, -0.2302], [-0.6238, -1.6171, 0.5612], [0.0974, -1.5095, 2.4324], [-1.1387, -2.8014, 0.1300], [-1.6926, -2.9325, -1.2399], [-1.2049, -4.4115, 1.2819], [0.6269, -0.1279, -1.0983], [1.8261, -1.0521, -1.3747], [1.2978, -2.3092, -2.2012], [1.8899, -2.4812, -3.5886], [0.4984, -2.0349, -3.2486], [0.6484, 1.0721, -1.7358], [1.6625, 1.6116, -2.6914], [2.5268, 1.0048, -3.2901], [5.3300, 1.8109, 0.9106], [4.2679, 2.5490, 1.5986], [4.4061, 2.3408, 3.1020], [3.0196, -2.4148, 1.7163], [3.3896, -2.5309, 0.0230], [1.8371, -1.7744, 0.5688], [4.5852, -0.7023, 1.3097], [3.0308, 0.0197, 1.6705], [5.4577, 2.9940, -1.7996], [4.4613, 1.8709, -2.6843], [3.6915, 4.0635, -0.7265], [2.6337, 2.6622, -0.7722], [2.1437, 4.8343, -2.2055], [3.1594, 4.0858, -3.3879], [-3.3411, 2.6163, -0.2692], [-2.4618, 3.5098, -1.4619], [-1.0096, 4.5807, -0.0599], [-2.5502, 4.5627, 0.8955], [-1.2807, 3.8704, 2.5732], [-1.2676, 2.2788, 1.8683], [1.2028, 2.6287, 2.5562], [-2.9734, 1.3165, 1.3391], [-2.4882, -0.3451, 1.5666], [-3.9743, 0.6837, -0.8896], [-4.7995, 0.1709, 0.5947], [-5.2186, -1.7386, -3.4440], [-3.5516, -2.2408, -3.2114], [-3.0076, 0.1951, -2.6269], [-3.4091, -0.1350, -4.2943], [-4.6376, 0.5830, -3.1904], [-1.0610, -3.5368, -1.8916], [-2.6615, -3.4187, -1.1498], [-1.8396, -1.9528, -1.6717], [2.2991, -1.3985, -0.4454], [2.5630, -0.6431, -2.0475], [1.0943, -3.2700, -1.6517], [2.0656, -1.6227, -4.2209], [1.7220, -3.4819, -3.9602], [3.3020, 2.1373, 1.3018], [4.2720, 3.5952, 1.3086], [4.0455, 3.2030, 3.6570], [5.4483, 2.1670, 3.3615], [3.8107, 1.4792, 3.3919], [1.3203, -3.1592, 0.6873], [3.7410, -4.4636, 5.6414], [3.9272, -4.6073, 3.9751], [2.4450, -4.2299, 3.1804], [4.4034, -6.1729, 3.5673], [5.1073, -3.4942, 3.4319], [8.0684, 1.5298, 2.4223], [7.8031, 0.3007, 1.8894], [8.6553, -0.5988, 2.4560], [9.4584, 0.1285, 3.3772], [9.0750, 1.4440, 3.3336], [7.5828, 2.3743, 2.1732], [7.0318, 0.1709, 1.1633], [8.6885, -1.6560, 2.2363], [10.2424, -0.2614, 4.0085], [9.4259, 2.3083, 3.8695], [-3.2677, 4.7862, 2.9203], [-3.6183, 5.2954, 3.6558], [10.2587, -1.9403, 4.5205], [-9.0705, 0.7347, -3.3647], [-9.4923, -0.1055, -2.2011], [-8.4798, -0.2268, -1.3706], [-8.4803, -0.8406, -0.3370], [-7.2874, 0.5457, -1.9466], [-6.1899, 0.6348, -1.4392], [-7.6338, 1.0878, -3.0803], [-9.8362, 1.8809, -3.4418], [-9.1535, 0.0093, -4.5438], [-7.9165, -5.3001, 1.3272], [-7.7616, -3.8695, 1.8130], [-6.3966, -3.4622, 1.7932], [-7.3307, -5.9804, 1.9493], [-8.9615, -5.6128, 1.3528], [-7.5488, -5.3992, 0.3026], [-8.1101, -3.7760, 2.8409], [-8.3427, -3.1858, 1.1875], [-6.0901, -3.5291, 0.8829]],
  "atomic_forces_ev_per_a": [[3.52, 1.84, 3.34], [0.27, 0.52, 0.04], [0.46, 1.20, 1.87], [2.51, -0.17, -1.72], [0.44, -0.34, 0.40], [-0.59, -0.07, 0.81], [0.57, 0.20, -0.12], [0.44, 0.24, -0.07], [0.02, 0.98, -0.94], [-0.22, -1.13, 0.99], [0.39, 0.17, 0.05], [0.18, -0.72, -0.23], [-1.34, 0.07, 0.06], [0.59, 0.36, -0.34], [-0.34, -0.59, 0.04], [-0.23, 0.31, 0.65], [-0.04, -0.04, -0.22], [-0.19, 0.39, 0.49], [-0.30, -0.39, -0.50], [0.76, 0.10, 1.25], [0.25, 0.29, -1.05], [-1.11, -0.17, 0.13], [0.26, -0.62, 0.13], [0.50, 0.85, -0.20], [0.23, -0.29, 0.50], [0.92, 0.33, -0.56], [-0.43, -0.55, 0.34], [-0.79, 0.43, -0.34], [-0.17, 0.89, 0.75], [-0.19, -0.69, 0.06], [-0.06, 1.07, -0.86], [0.43, -0.57, 0.41], [-2.81, -2.04, -1.47], [2.51, 1.47, 0.26], [-3.19, -0.15, 0.46], [-1.48, -0.60, 0.27], [-0.04, 0.93, -0.88], [-0.21, -1.01, 0.04], [0.03, 0.36, 0.16], [-1.58, 0.08, -0.38], [-0.21, -0.24, 0.67], [0.04, 0.10, -0.38], [0.39, 0.03, 0.89], [0.08, -0.07, -0.34], [3.90, 5.59, 1.65], [0.13, -0.12, -0.13], [-0.15, -0.02, 0.01], [0.12, -0.03, 0.14], [-0.17, -0.06, 0.07], [-0.14, 0.12, 0.13], [-0.05, 0.29, 0.14], [-0.41, -0.06, -0.08], [-0.03, -0.27, -0.15], [0.02, 0.04, 0.39], [-0.11, 0.02, -0.05], [-0.14, 0.25, 0.01], [0.38, 0.16, 0.32], [-0.03, 0.19, -0.04], [-0.08, -0.05, -0.15], [-0.17, 0.08, 0.06], [0.27, 0.15, 0.03], [-0.15, -0.09, 0.00], [-0.26, -0.06, -0.12], [-0.24, -0.07, -0.18], [-0.11, -0.20, 0.07], [-0.02, -0.27, 0.28], [0.06, 0.05, -0.08], [-0.18, 0.01, -0.16], [0.05, 0.16, -0.13], [-0.01, -0.11, 0.02], [-0.06, -0.07, -0.11], [0.09, 0.11, -0.08], [-1.30, 2.03, -5.07], [-0.27, 0.41, 0.19], [-0.05, 0.16, -0.52], [1.97, -0.23, 0.15], [0.95, -0.06, -0.54], [-0.06, 0.21, -0.22], [0.31, 0.04, -0.03], [-0.07, 0.05, -0.02], [0.02, -0.02, 0.11], [0.14, -0.14, 0.26], [-4.50, -11.24, 0.99], [-0.09, 0.14, -0.42], [0.74, -0.46, 0.82], [-0.28, 0.47, -1.04], [-0.22, 0.39, -0.20], [-0.49, 0.00, -0.24], [0.21, -0.27, 0.15], [-0.07, 0.13, 0.08], [0.17, -0.30, 0.22], [-0.09, -0.40, 0.04], [-0.09, 0.18, 0.08], [-0.02, -0.02, -0.09], [-0.07, -0.06, -0.37], [-0.06, 0.02, -0.11], [0.50, 0.62, 0.06], [0.04, -0.03, 0.00], [0.52, -0.31, -0.30], [-0.05, -0.03, -0.02], [-0.46, -0.04, -0.15], [-0.67, 0.14, -0.64], [0.53, 0.14, 0.02], [-0.66, -0.42, 0.34], [0.19, 0.07, -0.01], [0.45, 0.41, -0.24], [-0.21, 0.04, -0.01], [0.00, -0.24, 0.27], [0.08, 0.03, 0.10], [0.15, -0.07, 0.08], [0.08, -0.05, 0.08], [0.06, 0.06, -0.40], [0.17, -0.27, 0.30], [-0.05, 0.01, 0.05], [0.00, -0.01, -0.04], [-0.10, 0.04, -0.04], [0.09, 0.06, 0.03], [-0.09, -0.01, 0.07], [-0.10, 0.35, -0.11]],
  "mulliken_charge": [-1.164, -0.166, -0.220, 0.887, -0.919, -0.919, 0.600, -1.113, 0.247, 0.026, -0.547, 0.157, 0.498, -1.575, -1.017, -0.063, -0.196, -0.039, -1.567, -0.913, 0.043, 0.147, -0.517, -0.397, -0.783, 1.931, -1.956, 0.194, 0.528, -1.617, 0.132, 1.440, -0.558, 0.531, -1.152, -0.421, 0.940, -0.483, -0.600, -0.285, 1.047, -1.344, 0.675, 0.527, -0.182, 0.595, 0.021, 0.540, 0.369, 0.487, -0.514, 0.437, 0.273, 0.384, 0.681, 0.349, 0.590, 0.601, -0.033, 0.036, 0.758, 0.659, 0.405, 0.516, 0.531, 0.346, -0.065, 0.525, 0.220, 0.393, 0.750, 0.005, -1.399, 0.768, -0.235, 0.374, 0.431, -1.081, 0.403, 0.405, 0.252, 0.286, 2.171, -0.356, 0.359, -0.296, -0.368, -0.362, 0.152, -0.970, 0.193, -0.030, -1.066, 0.236, 0.663, 0.283, 0.029, 0.423, -1.000, 0.102, 0.997, 0.512, -0.433, 0.548, -0.605, 0.548, -0.485, -0.446, -0.334, -0.340, -1.069, -0.009, -0.477, 0.253, 0.358, 0.309, 0.296, 0.137, 0.181]
}